The following is a quantum chemistry calculation of a 9-piece molecular cluster, C39H76N3O32S10 overall at a distorted geometry, from the OMol25 dataset.

The HOMO-LUMO gap comes out at 7.763 eV. For the HOMO energy, the calculation gives -10.43 eV. For the total energy, the calculation gives -220002.879 eV.

Structure (ORCA input):
```
! wB97M-V def2-TZVPD RIJCOSX def2/J DEFGRID3
* xyz 1 1
C 0.9599 5.6899 2.9006
C -0.2406 4.7143 3.0919
C -0.9262 4.2289 1.7725
C 0.0294 3.8991 0.5864
C 0.6271 2.4605 0.6169
C 1.6915 2.2212 1.7258
C 3.1546 2.4793 1.2824
C 4.2309 1.7905 2.1704
N 4.0295 1.9250 3.6230
C 3.2617 0.8231 4.2412
C 1.9669 1.2931 4.9842
C 0.6592 0.5392 4.5908
C 0.7955 -1.0185 4.4871
C 0.0379 -1.8106 5.5984
C 0.7480 -1.7294 6.9877
C 2.2331 -2.2000 6.9529
C 2.9096 -2.0066 8.3719
C 5.2267 2.2437 4.3324
S 5.5665 3.8242 4.5734
S 6.4028 1.0283 5.0456
C 7.9352 0.9660 4.0480
C 7.9795 -0.3334 3.1481
C 6.7558 -0.2696 2.1867
C 6.7990 -1.2925 1.0434
N 7.8176 -1.9370 0.4795
C 7.2266 -2.7708 -0.4891
C 5.8674 -2.5930 -0.4769
N 5.6187 -1.6189 0.5144
H 0.6829 6.6114 2.3590
H 1.7290 5.1460 2.3047
H 1.4372 5.8791 3.8832
H 0.0791 3.8603 3.7304
H -0.9973 5.2546 3.7080
H -1.4444 3.2728 2.0267
H -1.7431 4.9168 1.4664
H -0.5904 3.9526 -0.3382
H 0.8454 4.6349 0.4341
H -0.1832 1.7037 0.6719
H 1.1427 2.3106 -0.3567
H 1.6330 1.1405 1.9989
H 1.5187 2.7764 2.6648
H 3.2514 2.0451 0.2557
H 3.3843 3.5605 1.1547
H 5.2011 2.2781 1.9229
H 4.3121 0.7260 1.8345
H 3.8403 0.1904 4.9446
H 2.9368 0.1509 3.4150
H 2.0903 1.1691 6.0834
H 1.7741 2.3793 4.8391
H 0.1755 0.9033 3.6654
H -0.0734 0.7366 5.4083
H 1.8350 -1.3960 4.4603
H 0.3346 -1.3239 3.5183
H 0.0477 -2.8795 5.2759
H -1.0193 -1.4821 5.6067
H 0.6649 -0.6796 7.3464
H 0.2030 -2.4346 7.6550
H 2.3295 -3.2386 6.5797
H 2.8312 -1.5619 6.2605
H 3.9640 -1.6980 8.2144
H 2.3462 -1.2012 8.8757
H 2.8624 -2.9779 8.8935
H 8.1507 1.8826 3.4673
H 8.7722 0.8559 4.7708
H 7.9081 -1.1857 3.8525
H 8.9399 -0.3425 2.5907
H 6.6973 0.7697 1.8024
H 5.8617 -0.5302 2.7899
H 8.7885 -1.8254 0.7441
H 7.7763 -3.4693 -1.1256
H 5.1111 -3.0947 -1.0857
H 4.7017 -1.2598 0.7561
C -0.1575 2.1312 -3.8386
C -1.5686 1.8145 -4.2804
O -2.0280 0.8226 -3.3581
S -1.3560 1.0797 -1.9229
O -2.2741 1.8031 -1.1170
O -0.7452 -0.1278 -1.4899
O -0.2021 2.0985 -2.4072
H 0.5445 1.3647 -4.1757
H 0.1772 3.1057 -4.1877
H -1.6108 1.4393 -5.2988
H -2.2189 2.6878 -4.1883
C 3.3819 -0.5616 13.4651
C 3.8857 -0.7268 12.0465
O 3.1040 -1.7938 11.5030
S 1.6288 -1.7577 12.1607
O 0.7558 -1.0782 11.2716
O 1.3428 -3.0442 12.6828
O 1.9704 -0.7675 13.3836
H 3.8004 -1.3246 14.1255
H 3.5992 0.4247 13.8694
H 4.9451 -0.9694 12.0072
H 3.6962 0.1697 11.4502
C -5.4594 -1.8768 -3.9853
C -6.2987 -1.8817 -5.2454
O -5.5090 -1.1668 -6.2085
S -3.9538 -1.4304 -5.9174
O -3.4970 -2.4593 -6.7801
O -3.2973 -0.1727 -5.8221
O -4.1114 -2.0436 -4.4385
H -5.5273 -0.9181 -3.4644
H -5.7344 -2.6779 -3.3030
H -7.2631 -1.4005 -5.1062
H -6.4498 -2.8906 -5.6153
C 6.0145 -3.3558 -3.8058
C 5.1958 -3.3757 -5.0816
O 5.9833 -2.6472 -6.0264
S 7.5471 -2.8753 -5.7113
O 8.0369 -3.8974 -6.5587
O 8.1715 -1.6085 -5.5999
O 7.3690 -3.4953 -4.2265
H 5.9176 -2.3981 -3.2872
H 5.7430 -4.1654 -3.1286
H 4.2187 -2.9143 -4.9584
H 5.0705 -4.3943 -5.4564
C -8.7616 -1.4427 -9.3262
C -10.0584 -1.8308 -8.6512
O -9.9089 -3.2228 -8.3429
S -8.3629 -3.5325 -8.0273
O -8.1793 -3.5231 -6.6133
O -7.9482 -4.6196 -8.8356
O -7.7460 -2.1741 -8.6162
H -8.7454 -1.7635 -10.3704
H -8.5718 -0.3648 -9.2760
H -10.9246 -1.6704 -9.2886
H -10.1941 -1.2890 -7.7113
C -8.2963 3.5047 -12.5395
C -6.8373 3.1058 -12.5044
O -6.7702 2.0716 -11.5134
S -8.1419 1.2388 -11.5241
O -7.9559 0.0642 -12.2983
O -8.6476 1.1937 -10.1917
O -9.0200 2.2719 -12.3763
H -8.5503 4.1647 -11.7026
H -8.5704 3.9864 -13.4761
H -6.1856 3.9351 -12.2401
H -6.5151 2.6812 -13.4586
C -11.0437 4.8432 -7.7179
C -10.9538 6.3270 -8.0061
O -9.5843 6.5442 -8.3634
S -9.0160 5.2369 -9.1057
O -9.0896 5.4483 -10.5137
O -7.8186 4.8386 -8.4634
O -10.1940 4.2262 -8.6914
H -10.6536 4.6063 -6.7256
H -12.0601 4.4659 -7.8059
H -11.2283 6.9363 -7.1485
H -11.5751 6.6035 -8.8613
C 4.5319 -7.6215 8.5992
C 3.1412 -7.0420 8.4432
O 3.3397 -5.6247 8.4169
S 4.7569 -5.2986 7.7293
O 4.5278 -4.9773 6.3636
O 5.4926 -4.4565 8.6004
O 5.3737 -6.7831 7.7987
H 4.8743 -7.5597 9.6345
H 4.5901 -8.6535 8.2606
H 2.4787 -7.3218 9.2587
H 2.6918 -7.3391 7.4925
*
```